# C7H21N7O14

7 unconnected molecules or ions with the total composition C7H21N7O14 (the ωB97M-V functional and the def2-TZVPD basis, OMol25).

XYZ file:
```
49
Properties=species:S:1:pos:R:3:forces:R:3:nbo_charge:R:1
C -3.22329 -0.57225 -2.28364 -2.481 -0.350 -2.489 -0.506
N -4.20487 -1.64295 -2.10006 -2.006 0.361 -1.212 0.530
O -5.22491 -1.61348 -2.82539 1.638 -0.323 1.117 -0.406
O -4.00629 -2.43420 -1.21479 0.026 -0.396 0.212 -0.363
H -3.49110 -0.02857 -3.18962 -0.731 -0.218 -0.024 0.202
H -2.21833 -0.97035 -2.42388 -2.251 -0.063 -1.003 0.293
H -3.26755 0.12679 -1.44848 -0.928 -2.233 -0.076 0.226
C 0.66798 -0.92934 -0.09101 -1.123 -0.638 0.177 -0.556
N -0.67211 -1.51074 -0.45596 1.681 -0.914 1.214 0.578
O -1.06000 -2.51530 0.15144 0.114 1.895 -1.303 -0.350
O -1.24894 -0.92428 -1.36917 3.560 -2.476 3.421 -0.466
H 1.11771 -1.58136 0.65779 -0.895 0.643 -1.141 0.254
H 0.44993 0.05565 0.32174 0.640 -2.066 -0.089 0.249
H 1.27934 -0.89639 -0.99281 -1.134 0.260 0.542 0.260
C 1.48998 1.58555 -0.80503 0.636 0.929 -0.532 -0.508
N 1.32804 2.92543 -1.49608 -0.049 1.468 0.694 0.516
O 0.79840 3.88613 -0.90717 1.347 -1.847 -0.490 -0.385
O 1.78745 3.01864 -2.60723 -0.009 -0.337 -0.420 -0.348
H 0.54091 1.09198 -0.59590 0.697 1.532 -1.066 0.255
H 2.01017 1.76906 0.13509 -0.221 0.130 0.079 0.221
H 2.15462 0.97923 -1.42043 -0.306 0.225 -0.215 0.237
C -0.12261 3.10476 1.93292 0.978 0.459 -0.711 -0.489
N -0.95320 1.95519 1.62323 -0.731 0.202 1.471 0.584
O -2.04498 1.92290 2.10084 -1.172 0.040 0.299 -0.329
O -0.49633 1.03807 0.97868 -0.843 0.386 0.653 -0.474
H 0.38633 2.94243 2.88304 -0.381 -0.036 0.103 0.234
H -0.77541 3.97714 1.90292 0.345 -0.113 0.162 0.263
H 0.61754 3.10400 1.13274 -0.160 0.609 0.265 0.247
C 3.66787 -1.79141 0.74470 4.552 -0.200 -1.763 -0.475
N 3.55895 -2.32922 -0.67458 2.439 3.009 -0.831 0.538
O 2.52002 -2.03684 -1.23639 0.905 -2.033 -0.722 -0.420
O 4.56685 -2.71227 -1.26726 -1.235 -0.498 1.188 -0.349
H 3.24729 -2.57869 1.37032 3.095 0.060 -1.254 0.278
H 3.15013 -0.85012 0.92916 -0.319 -0.457 -0.898 0.204
H 4.69154 -1.55091 1.03170 0.425 -0.500 -0.780 0.224
C 0.35449 -2.97634 3.36028 0.470 1.064 0.002 -0.482
N 1.67532 -2.32356 2.96455 -0.575 -0.516 2.027 0.554
O 1.99616 -2.29017 1.77855 -6.112 -1.061 5.774 -0.425
O 2.36435 -1.90220 3.89968 -0.716 -0.237 -1.896 -0.343
H 0.55555 -4.04591 3.42105 -0.305 0.148 -0.079 0.248
H -0.38946 -2.65580 2.63097 0.188 -0.545 -0.276 0.253
H 0.09779 -2.50707 4.31001 0.167 -0.478 0.069 0.237
C -2.03378 1.41223 -1.60534 0.901 3.466 0.319 -0.504
N -1.80661 2.92663 -1.54992 -0.603 0.615 1.681 0.529
O -2.03789 3.59197 -2.52395 0.256 -0.155 -0.384 -0.337
O -1.51565 3.42118 -0.43923 -0.880 -1.093 -1.615 -0.437
H -2.44348 1.20974 -0.61577 0.408 0.064 -0.020 0.227
H -1.06606 0.93049 -1.74516 -0.556 0.506 -0.177 0.260
H -2.77181 1.19439 -2.37732 1.255 1.712 -0.003 0.251
```
Positions in Å, forces in eV/Å.

Calculated values
SMILES string: C[N+](=O)[O-].C[N+](=O)[O-].C[N+](=O)[O-].C[N+](=O)[O-].C[N+](=O)[O-].C[N+](=O)[O-].C[N+](=O)[O-]
net charge: 0
calculated total energy: -46666.281 eV
HOMO energy: -0.384 Eh
relative energy (zero: lowest compared OMol25 entry of this formula, charge and spin): 929.3 kJ/mol
F_max: 8.47 eV/Å

=====

# C7H21N7O14

7 unconnected molecules or ions with the total composition C7H21N7O14 (the ωB97M-V functional and the def2-TZVPD basis, OMol25).

XYZ file:
```
49
Properties=species:S:1:pos:R:3:forces:R:3:nbo_charge:R:1
C -3.10420 -4.84307 0.77607 0.202 -0.226 -1.001 -0.484
N -1.89675 -4.50341 1.55989 -0.770 0.329 2.456 0.520
O -1.27208 -5.40112 2.07633 0.347 -0.381 -0.795 -0.341
O -1.76918 -3.33393 1.89869 0.223 0.111 -1.018 -0.401
H -2.94103 -4.53408 -0.25569 -0.024 0.142 0.061 0.230
H -3.93563 -4.29417 1.20019 0.008 -0.016 0.079 0.242
H -3.22917 -5.91908 0.79606 -0.054 0.016 0.171 0.237
C 2.52597 -3.96158 0.82757 -0.149 0.483 0.286 -0.487
N 2.13701 -4.47785 2.17717 0.422 -0.275 -1.126 0.541
O 2.35030 -3.76857 3.12228 -0.034 0.540 0.755 -0.377
O 1.68135 -5.59099 2.20103 -0.360 -0.605 0.267 -0.366
H 1.65087 -3.48653 0.39276 -0.105 -0.056 0.027 0.224
H 2.83523 -4.79571 0.21177 0.141 -0.011 0.055 0.233
H 3.27546 -3.20115 1.01634 0.151 -0.084 -0.272 0.233
C 1.22560 4.50868 0.64846 1.933 1.365 -0.135 -0.497
N 0.80886 4.67121 -0.78440 -0.981 0.288 1.607 0.544
O 1.63269 4.56263 -1.64908 0.546 -0.330 -0.627 -0.376
O -0.35211 4.99063 -0.93987 -0.191 -0.145 -0.488 -0.380
H 1.33914 3.48476 0.97589 -0.599 -0.160 -0.220 0.261
H 0.68670 5.20630 1.27777 -0.848 -0.579 -0.065 0.233
H 2.22385 4.96214 0.65012 0.110 -0.444 -0.059 0.218
C -0.57647 2.73376 -3.25952 0.202 -0.608 1.472 -0.495
N -0.47481 1.27732 -3.63973 -0.488 1.232 -0.102 0.544
O -0.73292 0.47301 -2.77102 0.049 -0.572 -0.011 -0.405
O -0.18683 1.02959 -4.78756 0.142 -0.340 -0.015 -0.373
H -0.69748 2.72913 -2.17564 -0.005 -0.029 -0.115 0.234
H -1.48437 3.17006 -3.65864 0.249 0.022 -0.590 0.244
H 0.37752 3.20417 -3.46930 -0.251 0.212 -0.551 0.245
C -0.29792 -1.02848 0.27679 0.973 -0.184 -1.393 -0.490
N -0.59892 0.29076 0.85997 0.251 -0.045 0.901 0.536
O -0.14114 1.28025 0.33153 -0.150 0.034 -0.308 -0.377
O -1.21876 0.30406 1.90420 -0.369 -0.049 0.097 -0.388
H 0.31885 -1.61982 0.94374 -0.244 0.226 0.516 0.239
H 0.31081 -0.80171 -0.59615 -0.191 -0.124 -0.088 0.243
H -1.17893 -1.59136 -0.00844 -0.300 0.303 0.298 0.236
C 4.77468 0.89129 0.42019 0.867 0.795 1.013 -0.492
N 3.31719 0.84414 0.22063 -0.442 -1.165 -0.697 0.539
O 2.76952 -0.23415 0.34367 0.208 -0.589 0.408 -0.402
O 2.73221 1.82330 -0.14875 0.250 1.205 -0.030 -0.356
H 4.99816 1.83592 0.91562 -0.077 0.093 -0.263 0.234
H 5.30793 0.85563 -0.52394 -0.324 -0.078 -0.195 0.246
H 5.11401 0.11139 1.09362 -0.355 -0.324 -0.234 0.236
C -3.63496 1.25471 0.17490 -1.268 -0.377 -0.216 -0.494
N -4.50344 2.34167 -0.36135 0.121 0.526 -0.151 0.533
O -5.64874 2.42127 0.03144 0.121 -0.075 0.030 -0.377
O -3.98419 3.10196 -1.16098 -0.193 -0.185 0.158 -0.385
H -2.96453 1.03325 -0.64696 0.583 0.008 0.473 0.235
H -4.31042 0.42259 0.37025 0.104 -0.048 -0.080 0.225
H -3.25894 1.57120 1.14210 0.563 0.176 -0.285 0.258
```
Positions in Å, forces in eV/Å.

Calculated values
SMILES string: C[N+](=O)[O-].C[N+](=O)[O-].C[N+](=O)[O-].C[N+](=O)[O-].C[N+](=O)[O-].C[N+](=O)[O-].C[N+](=O)[O-]
net charge: 0
calculated total energy: -46674.879 eV
HOMO energy: -0.401 Eh
relative energy (zero: lowest compared OMol25 entry of this formula, charge and spin): 99.7 kJ/mol
F_max: 2.59 eV/Å